{
  "formula": "C90H203N9O15",
  "method": "ωB97M-V with the def2-TZVPD basis set",
  "e_homo_ev": -13.17,
  "total_charge": 4,
  "e_lumo_ev": -6.15,
  "gap_ev": 7.02,
  "elements": ["O", "H", "H", "H", "H", "C", "N", "H", "H", "H", "H", "C", "H", "C", "H", "H", "H", "C", "H", "H", "H", "C", "H", "C", "C", "C", "H", "C", "H", "C", "H", "H", "C", "H", "C", "H", "H", "H", "H", "C", "C", "H", "H", "H", "H", "H", "H", "H", "C", "C", "H", "H", "C", "C", "H", "H", "C", "C", "H", "H", "H", "H", "C", "H", "H", "C", "N", "H", "H", "H", "H", "N", "H", "C", "C", "O", "C", "C", "H", "H", "H", "H", "H", "H", "H", "H", "C", "C", "H", "H", "C", "H", "H", "O", "H", "H", "C", "H", "H", "C", "C", "H", "H", "H", "H", "N", "H", "H", "H", "H", "H", "C", "H", "O", "H", "C", "H", "H", "H", "H", "C", "H", "H", "C", "H", "H", "C", "H", "C", "H", "C", "H", "H", "H", "O", "C", "H", "C", "H", "H", "C", "H", "H", "C", "H", "H", "H", "H", "C", "H", "H", "H", "H", "H", "C", "H", "H", "C", "H", "H", "H", "H", "H", "H", "H", "H", "C", "O", "H", "O", "H", "C", "C", "H", "C", "C", "C", "H", "H", "C", "H", "C", "H", "H", "H", "C", "H", "H", "C", "H", "H", "H", "O", "H", "C", "H", "H", "N", "C", "H", "H", "H", "C", "C", "H", "H", "H", "H", "C", "H", "C", "H", "H", "H", "C", "H", "H", "H", "H", "H", "H", "H", "C", "C", "H", "H", "C", "H", "H", "C", "H", "H", "H", "C", "H", "H", "O", "H", "H", "C", "C", "H", "H", "O", "H", "O", "H", "N", "C", "H", "C", "H", "H", "H", "H", "H", "H", "H", "H", "H", "N", "H", "H", "H", "H", "H", "H", "H", "C", "H", "C", "N", "H", "C", "H", "C", "H", "C", "H", "C", "C", "H", "O", "H", "C", "O", "H", "H", "C", "C", "H", "C", "H", "H", "H", "C", "H", "C", "C", "H", "H", "O", "H", "H", "H", "H", "C", "H", "C", "C", "H", "H", "O", "C", "H", "H", "N"],
  "coordinates": [[-0.92792, 2.11180, 1.75166], [-2.99059, 4.20504, -11.01332], [-3.15135, -4.61920, -7.04601], [2.03038, -5.88402, 0.79239], [-4.12609, 4.87294, 4.00486], [0.20499, 2.63010, 1.98045], [-2.14189, -4.70046, 5.89204], [-2.50749, 7.15235, 0.48992], [-2.05644, 8.74154, 2.35235], [0.70200, -8.79693, 8.13285], [3.91714, 9.52082, -1.37205], [3.85625, -4.25453, 0.63459], [-1.90453, -2.86315, 7.10210], [4.98125, 6.60851, -5.15457], [7.98260, -5.12870, 5.74318], [0.78190, 5.21841, -12.12890], [8.65897, -2.63588, 6.15213], [-6.12321, 0.61438, 1.02705], [-0.79751, 3.18775, -11.64437], [-2.55136, 1.87150, -9.07098], [0.70955, 1.05966, 3.48733], [0.06916, -7.97323, 7.78113], [-1.59255, 1.15764, -1.39314], [5.21500, 0.79584, -0.71341], [1.87112, -3.10420, 3.84565], [9.11392, 2.38795, 8.07917], [9.37094, 3.42456, 8.04933], [3.43622, 4.42169, 0.74451], [4.48704, -3.56978, -1.81203], [7.71502, 0.01217, 5.23384], [4.81686, 8.85232, -3.84295], [-4.08239, -3.99521, 5.91426], [-0.12458, 7.93467, 2.69018], [8.51858, -0.25454, 7.16186], [-0.22544, 5.31541, -11.82366], [8.24334, 2.31145, 8.75093], [-2.40922, 6.09220, -10.24335], [-3.51659, -4.56072, 7.52666], [-5.66980, -0.30474, 0.65361], [-1.15631, 5.52155, 0.58581], [-3.16043, 4.48417, 3.67405], [-4.06240, 7.91310, 1.93288], [1.92596, -4.44263, -0.47266], [-0.05436, -6.42860, 5.28166], [0.67600, -5.03131, 6.15572], [1.71994, -7.15203, 6.81492], [-1.16974, -5.68995, -5.55663], [9.94596, 1.87306, 8.55713], [6.22592, -1.32299, 3.69659], [-8.71645, 1.88127, -0.74460], [0.55795, 3.63162, -10.67129], [2.03885, -2.52292, 2.96545], [-1.62353, 7.93825, 2.91569], [-4.36735, -6.07172, 6.22067], [3.83783, 0.93914, 4.08085], [6.33681, -4.60414, 5.64159], [-2.58931, -3.54041, 3.88227], [4.96045, 5.38138, -0.78437], [-3.87322, -1.03046, -5.50467], [3.49749, -6.50585, -1.45969], [1.64454, 9.49192, 0.38373], [4.27987, 4.54222, 1.44995], [3.34748, -3.79391, 4.16044], [5.60152, 5.08367, 0.05972], [-2.02230, 1.84461, -10.69872], [-1.45253, 5.81035, -9.81611], [4.71570, 7.11282, -2.63404], [-0.52309, 2.72157, -8.77397], [0.44121, 6.65043, -10.17865], [6.28326, 7.07182, -1.28843], [-5.60034, -5.65296, 7.99040], [-2.49323, 6.72716, 2.57136], [-0.60126, -3.34611, 5.98064], [-4.77933, -5.16311, -5.65951], [4.91245, 9.60577, -1.79066], [-6.48602, -2.29289, -4.37656], [-2.26739, -2.49340, 4.93615], [-1.86510, -5.50980, -4.67909], [2.01689, 0.80865, 0.79313], [-4.14568, -5.93088, -7.58935], [5.95191, 0.78015, -1.51901], [8.33047, -4.47586, 1.64262], [7.04774, -4.56524, -1.19989], [-4.17644, 7.61625, 3.61339], [-4.22812, -3.35952, -4.42090], [7.59177, 0.85378, 4.52208], [0.88130, -6.79467, 2.85228], [-4.84326, -1.36250, -5.86906], [-1.17977, -5.41718, -3.81430], [-4.79401, -2.36841, -6.26732], [-3.93847, -4.42005, -4.58857], [4.48614, -0.71543, 5.74616], [-1.47425, 6.04701, -8.74597], [3.64906, 5.35898, -0.27992], [-1.00505, 4.52326, 0.97551], [5.64954, 1.25489, 0.19670], [-0.40308, 3.98885, -11.04481], [-3.56845, -3.31785, -1.85104], [-4.81714, 1.94302, -9.54903], [1.83361, -7.69178, 1.99203], [-0.97981, -1.74827, 0.32577], [-6.93761, -4.54843, -0.84079], [-0.71187, -2.75923, 0.04068], [4.41783, -7.58122, 0.76981], [-1.81213, 8.23492, 3.92498], [4.55988, -5.55850, 0.19624], [1.46327, -6.01452, 3.41769], [-3.30800, 3.93273, 2.75480], [-2.48133, 3.64635, -7.57590], [6.12540, -2.43436, 3.76331], [6.48554, 6.38238, -3.53184], [6.62874, -2.02168, 5.99859], [2.88136, 7.45486, -1.74417], [-7.00917, -2.47044, 1.20455], [8.89220, -5.51073, 0.32542], [-6.40444, -4.59550, 0.09999], [-0.65881, -8.37543, 7.03120], [-2.41439, 4.25181, -4.75123], [9.82220, 1.59848, 6.18785], [-1.15863, 0.22591, -3.38235], [6.02360, -5.59428, 0.55750], [0.54006, 0.44141, -3.14469], [-0.43062, -7.58040, 8.67980], [0.06483, -1.14829, 1.28786], [-1.49264, 5.01126, -7.03791], [-6.28085, -3.13821, -4.91044], [-1.66460, -3.25406, 6.10683], [-1.47363, -5.40524, 7.79694], [2.89007, -3.90136, -0.50285], [-0.11320, -0.84996, -4.15733], [-9.60740, -0.43472, -0.00436], [-3.39189, 4.03962, -9.23353], [-4.18832, 2.54641, -0.77599], [5.05725, 7.63972, -5.41880], [-2.60418, -4.32919, -4.89867], [-4.15613, -5.02190, -7.03205], [2.60099, -8.18334, 2.55606], [-2.09511, -4.90819, 4.38314], [-11.46756, -1.17214, -0.75698], [-5.53554, -5.25834, -0.00624], [-2.16335, 5.64159, 3.56407], [-10.65553, 2.31915, 0.13802], [5.98062, -5.40022, 1.61706], [-0.20416, -0.30380, -3.21944], [-2.15561, -3.40522, 2.90794], [0.06891, -6.35101, 2.25497], [-0.79993, 2.09789, -6.36968], [0.32874, 4.24044, -8.59611], [0.07752, -5.92648, 6.24716], [-11.22508, 0.50207, -1.20521], [-2.44693, -6.41487, -4.57627], [3.01272, 5.98475, -2.81229], [1.17535, -6.16542, 8.08070], [8.30542, 2.51553, 6.11419], [3.91542, -6.68405, 1.04236], [1.25540, -8.47811, 1.55275], [-3.24531, 5.70918, 0.92247], [2.16840, -0.10356, 1.32745], [-1.91085, -3.33708, -1.52702], [5.65727, 9.58417, -0.98870], [0.33421, 6.95301, 2.45084], [-8.07718, 1.26621, 1.84486], [-4.49584, 2.07948, -11.34862], [1.93147, 0.04520, 2.41255], [-2.34127, -2.68753, -3.05916], [2.79334, -2.79962, -0.52067], [0.80509, -6.75416, 7.25101], [0.83089, 3.40070, 1.20118], [3.22297, -0.35963, 1.20898], [5.33710, -1.50161, -0.15717], [-0.21239, 0.71915, -0.38318], [-1.34798, -5.65809, 6.73112], [-5.88940, -1.22400, -4.81250], [5.15465, -6.11466, -1.86642], [-2.79498, 2.26119, -10.08294], [-4.16671, 1.67324, -10.39172], [7.78291, -2.91623, 5.60737], [-6.71874, 0.55782, -1.43996], [6.21845, 8.44987, -2.96632], [5.18981, -0.00735, 5.36942], [7.26132, -4.29207, 7.11493], [-2.76523, 3.73498, -10.05573], [6.49780, -3.55160, 0.04188], [5.46375, 0.71915, 6.12097], [6.78376, -1.62194, 7.01335], [1.54020, 9.00033, 1.35994], [5.21167, 5.23044, -3.59231], [-9.77969, 3.73698, -0.16931], [6.97900, -4.53953, -0.10020], [-7.07574, -5.01551, 0.84004], [1.91052, 9.60278, 2.17082], [-6.69716, -5.11182, -4.80817], [1.34042, -1.10627, 0.72383], [-5.06160, -0.63561, -6.63543], [-2.70112, -1.34257, -1.35906], [-7.29117, -1.03416, -1.01313], [4.08586, -6.42044, 2.06751], [-1.31346, -0.92129, -0.96784], [-3.56676, -4.80103, 6.44214], [-1.94686, 2.63399, -4.21199], [0.76803, -1.23064, -1.52100], [1.89549, 2.41722, 3.39588], [-3.91946, 7.15999, 2.68134], [0.84394, 2.14464, 3.34760], [-6.33931, -6.85064, 6.92087], [8.11838, -2.82585, 4.59802], [2.52379, 4.67659, 1.28690], [5.46663, 1.39048, 3.70545], [-9.65892, 2.71105, 0.15452], [-1.56977, -1.69783, 4.65723], [-2.29072, 6.25403, 1.10758], [5.59348, 6.06570, -5.89469], [6.36893, -6.63663, 0.46513], [-1.93061, -1.69024, 0.88047], [-0.45945, 6.37933, -10.75083], [-0.27034, -0.16921, 1.64626], [-3.94001, 0.83738, -0.16888], [-0.29635, 6.16468, 0.48521], [4.85889, 10.59213, -2.23148], [4.46402, 1.52426, -0.93338], [-0.80526, 7.26356, -11.25314], [0.38511, 8.46016, 3.45497], [2.43384, -6.88546, 0.87454], [-1.45344, 3.95881, -7.31982], [7.13176, -1.07976, 3.12919], [0.37384, -7.35028, 3.66086], [-5.72999, -5.94721, 6.92777], [-4.82434, -4.41708, -7.65581], [-3.29498, -1.34317, -0.47016], [-0.18458, -1.26066, -2.01502], [-0.04571, 3.50695, -5.75990], [5.18667, 4.63602, -1.55672], [-0.26874, -2.30437, -2.20653], [5.41399, 6.29018, -3.70958], [-9.29779, -1.50256, 0.16116], [3.96021, 6.24784, -5.29977], [-5.10705, -2.45093, 0.17033], [-7.76279, 2.36101, -0.90427], [3.25314, -4.39477, -2.69882], [8.40651, -4.56950, 0.52535], [4.99370, -0.62907, 3.12333], [2.18788, -7.28819, -0.10311], [5.69604, -2.50415, 6.02196], [-5.77932, 1.81466, 0.24851], [8.61389, -0.49787, 4.86139], [4.22878, -3.03636, 4.63593], [-3.01662, 2.80550, -5.62289], [6.46958, -0.83267, 5.09574], [-2.15283, 3.24095, -5.09497], [-1.03433, -5.12756, 4.09229], [-0.65715, 3.77450, -8.60054], [-3.15056, -1.99172, 5.34352], [4.66711, 7.44531, -0.54648], [-4.13341, 0.58665, -10.42034], [-8.22729, -0.09276, -2.18718], [-7.73146, -0.48311, 1.59386], [-2.17188, 6.14917, 4.54737], [-3.86604, -6.95370, 6.59011], [-1.48496, 5.22739, -0.38559], [-6.71521, -5.11630, -6.42321], [-1.41476, 4.32096, -9.80040], [5.13920, -0.43509, 2.03276], [-10.32503, -0.79611, -1.98775], [0.34838, 2.60397, 4.23122], [7.09737, 0.57506, 7.27994], [3.37451, -4.38084, 1.57985], [-1.85311, 0.75352, 0.33721], [-2.76634, 3.85590, 4.48085], [5.25523, 6.76117, -1.19840], [3.52896, 3.47885, 0.27143], [4.27581, -5.73203, -1.30444], [-8.39222, 0.44471, -0.18364], [-3.82660, 2.19323, 0.92361], [-1.28005, 0.55561, -0.55039], [-10.02727, -0.10656, 0.95905], [7.36339, -4.29730, 6.02021], [-3.07143, -0.60724, -2.08500], [7.97736, 0.51118, 6.64876], [2.81358, 7.71592, -3.44122], [-7.57705, -0.04037, -1.34228], [4.84104, 0.53959, 4.03074], [-9.15602, 1.84620, -1.74517], [-6.18155, -0.14028, -4.30534], [-4.61481, -6.19711, -5.38115], [8.84919, 1.79782, 6.64987], [3.47581, -4.97986, 3.74548], [4.09718, -1.31934, 3.21698], [2.12555, 8.05613, 1.26425], [-2.67819, -2.73201, -1.99471], [-6.11985, -3.06058, 0.54291], [-9.31544, 2.78549, 1.21148], [-4.37951, 1.82898, 0.04714], [-3.63828, -3.55204, 3.76930], [1.41903, -2.42514, 4.61755], [-6.30682, -5.13823, 6.49676], [3.78579, -4.38904, -1.74643], [0.06805, -1.81853, 2.17887], [3.21920, 7.05589, -2.71119], [4.61123, -0.60480, -0.61144], [-1.14923, 5.30264, 3.37468], [-5.76347, 0.79538, 2.03391], [3.45121, -0.71131, -1.04651], [-0.89926, 5.48098, -12.65401], [1.15256, -3.87864, 3.61341], [-1.95247, -6.57991, 6.59954], [-4.58890, -6.28495, 5.16330], [-7.60591, 0.54626, 1.14249], [-4.63037, 6.35681, 2.35977], [-1.02433, 3.14841, -6.12385], [-10.71626, -0.43803, -1.02665], [8.97572, -3.73199, 0.16645], [-4.07399, -4.85151, -3.57044], [0.13486, 8.75424, 1.54421], [5.16389, 8.59198, -2.84860], [4.57901, -3.42757, 0.58262], [-2.68277, -5.75462, 4.11674], [-6.22444, -4.69394, -5.59703]]
}